# 1
This record from the OMol25 dataset describes C18H18N2O3S in the gas phase. The level of theory is ωB97M-V/def2-TZVPD.

Geometry as XYZ:
```
42
Properties=species:S:1:pos:R:3
C 3.87 -0.81 5.12
H 4.19 -0.57 6.13
H 4.25 -0.07 4.41
H 4.22 -1.80 4.83
O 2.44 -0.78 5.14
C 1.83 -1.15 4.01
O 2.40 -1.52 3.02
C 0.34 -0.99 4.15
H 0.03 -0.99 5.19
H -0.19 -1.73 3.54
S -0.09 0.64 3.46
C -0.28 0.22 1.76
N -0.39 -1.06 1.46
C -0.52 -1.40 0.19
C -0.60 -0.48 -0.86
C -0.50 0.88 -0.56
C -0.31 1.24 0.80
C -0.10 2.57 1.21
N 0.11 3.63 1.60
C -0.57 1.93 -1.56
C -1.05 3.21 -1.48
C -0.88 3.78 -2.76
C -0.31 2.82 -3.54
O -0.13 1.70 -2.82
C 0.12 2.83 -4.96
H 1.18 2.58 -5.04
H -0.44 2.09 -5.53
H -0.05 3.81 -5.39
H -1.15 4.78 -3.05
H -1.49 3.68 -0.62
C -0.87 -1.07 -2.21
C -2.04 -2.05 -2.09
C -1.74 -3.18 -1.09
C -0.58 -2.85 -0.15
H 0.37 -3.11 -0.64
H -0.64 -3.44 0.77
H -2.64 -3.38 -0.50
H -1.50 -4.10 -1.63
H -2.27 -2.46 -3.07
H -2.91 -1.49 -1.75
H -1.11 -0.30 -2.94
H 0.02 -1.59 -2.57
```

Computed properties:
E_tot: -38916.058 eV
gap between HOMO and LUMO: 8.37 eV
SMILES string: COC(=O)CSc1nc2c(c(-c3ccc(C)o3)c1C#N)CCCC2
energy relative to the best compared isomer or geometry (same formula, charge and spin): 37.60 kcal/mol
total charge: 0


# 2
This record from the OMol25 dataset describes C18H18N2O4S in the gas phase. The level of theory is ωB97M-V/def2-TZVPD.

Geometry as XYZ:
```
43
Properties=species:S:1:pos:R:3
C 5.28 -1.10 1.81
C 4.43 -0.68 0.90
C 3.11 -0.04 1.23
N 2.01 -0.79 0.65
C 1.76 -0.80 -0.72
C 2.29 0.16 -1.59
C 1.98 0.14 -2.93
C 1.13 -0.83 -3.45
C 0.62 -1.80 -2.60
C 0.94 -1.79 -1.25
H 0.57 -2.57 -0.61
H -0.02 -2.57 -2.99
H 0.89 -0.84 -4.50
H 2.40 0.89 -3.59
H 2.95 0.93 -1.22
S 0.78 -1.34 1.66
O 1.01 -0.73 2.94
O 0.71 -2.77 1.63
C -0.66 -0.55 0.92
C -0.48 0.82 0.77
C -1.45 1.60 0.18
C -2.64 0.98 -0.24
C -2.81 -0.38 -0.07
C -1.83 -1.18 0.51
C -2.09 -2.64 0.66
H -3.01 -2.79 1.23
H -1.27 -3.14 1.17
H -2.23 -3.10 -0.32
H -3.74 -0.83 -0.38
N -3.64 1.79 -0.78
C -3.46 3.10 -1.10
O -4.35 3.80 -1.52
C -2.02 3.58 -0.95
H -1.54 3.44 -1.93
O -1.27 2.94 0.06
H -2.02 4.64 -0.71
H -4.56 1.39 -0.93
H 0.43 1.28 1.13
H 2.94 -0.05 2.31
H 3.09 1.00 0.89
H 4.63 -0.80 -0.15
H 6.22 -1.56 1.54
H 5.08 -1.00 2.87
```

Computed properties:
E_tot: -40962.589 eV
gap between HOMO and LUMO: 9.02 eV
SMILES string: C=CCN(c1ccccc1)S(=O)(=O)c1cc2c(cc1C)NC(=O)CO2
energy relative to the best compared isomer or geometry (same formula, charge and spin): 63.98 kcal/mol
total charge: 0


Quick rundown of maximum force, same order as above: 0.022 0.021 Eh/bohr